This record from OMol25 describes C4H11N2S as an isolated structure in a non-equilibrium geometry. The level of theory is wB97M-V/def2-TZVPD.

Each line ends with the natural charge from an NBO analysis.
Atoms and positions in Å:
H: -1.18854 -2.54863 -0.68353  0.364
H: 2.57469 -0.39979 -0.89848  0.241
H: 0.01126 -2.10654 -1.74862  0.361
H: -1.76207 1.96656 -1.83448  0.240
C: -0.04356 1.15517 -0.73985  -0.150
H: 2.69496 -1.12980 0.81863  0.277
C: 2.16978 -0.46938 0.04934  -0.782
H: -2.19063 0.66690 -0.89618  0.241
S: 0.56324 -0.44755 0.07684  1.179
H: -0.54244 2.90231 0.24949  0.404
H: 0.76456 1.55958 -1.29136  0.252
N: -0.73712 -1.79065 -1.08408  -0.915
H: -0.91335 -0.23858 2.00879  0.274
H: 0.59254 0.66506 2.05104  0.260
C: -1.40948 1.37507 -0.99345  -0.250
C: 0.21729 -0.31838 1.90423  -0.706
H: 0.53983 -1.06959 2.61738  0.287
N: -0.78301 1.87699 0.20647  -0.576

As for the orbital gap (spin up / spin down): 0.30313 / 0.30157 Eh. As for the HOMO energy (spin up / spin down): -0.4732 / -0.4863 Eh. As for the charge: +1. The maximum force is 4.6 eV/Å. As for the energy above the lowest of the compared OMol25 structures with the same formula, charge and spin: 657.3 kJ/mol.